[1]
C9H11Br15O2 | ωB97M-V/def2-TZVPD

```
37
Properties=species:S:1:pos:R:3:forces:R:3:lowdin_charge:R:1
O -0.0106 2.2412 -3.2734 0.8509 0.9663 -1.3531 0.077
C -0.0041 3.1754 -4.0788 1.1285 -3.8336 3.8746 -0.569
O -1.1090 3.5984 -4.5172 -3.4952 1.0573 -1.4428 0.059
C -1.0089 4.8423 -5.2369 0.9107 -0.5237 1.5533 -0.097
C 0.5101 5.0539 -5.3635 -0.9145 0.1006 -2.0017 -0.156
C 1.1057 4.0323 -4.4687 1.7109 0.5449 0.2003 -0.096
H -1.2788 5.6000 -4.5012 -1.3762 0.1703 -0.7170 0.130
H -1.5797 4.5873 -6.1298 -0.0435 1.3187 -0.0060 0.137
H 0.8054 6.0713 -5.1070 0.0006 -0.0962 -0.5248 0.121
H 0.6847 4.7547 -6.3970 0.8045 0.6824 -0.1178 0.117
H 1.4436 4.4945 -3.5412 0.4105 -0.2014 0.0248 0.142
H 1.9231 3.5191 -4.9753 0.0110 -0.2067 0.5184 0.138
C -1.2072 -6.0270 5.2548 -0.9316 -0.7710 0.3970 -1.402
Br -2.8037 -4.8250 4.7933 1.7899 -1.2123 0.6435 0.474
Br -1.3458 -7.7716 4.3574 -0.3238 0.5642 0.4157 0.514
Br -0.9722 -6.3666 7.2902 -0.2521 0.6957 -2.2735 0.452
H -0.2953 -5.6880 4.7631 -0.2740 0.7444 0.7915 -0.038
C 4.3886 -1.6867 4.0310 0.0806 0.1420 -0.0208 -1.584
Br 3.6098 -2.5007 5.6260 0.1426 0.6225 -0.4270 0.536
Br 5.4409 -3.0528 3.1454 0.0270 0.4972 0.0267 0.546
Br 5.3554 0.0042 4.3681 -0.3043 -0.9699 0.0160 0.534
H 3.6090 -1.3839 3.3320 0.0331 -0.2966 0.3804 -0.032
C -5.7534 2.2674 5.2230 -1.9451 1.5287 0.4906 -1.424
Br -5.0788 4.0066 5.8241 0.2229 -0.7171 -0.0506 0.503
Br -7.2286 2.7904 3.9060 1.1978 -0.9131 0.7163 0.446
Br -6.6451 1.3692 6.7938 1.0173 0.3413 -1.4280 0.489
H -4.9421 1.7349 4.7268 -0.4891 -0.2438 0.2703 -0.014
C -1.8916 -2.3605 -0.3188 -0.0473 -1.2097 0.3330 -1.575
Br -3.1632 -3.8909 -0.5964 0.7542 1.0157 -0.1566 0.492
Br -0.3967 -3.0272 0.7190 0.0272 0.0340 0.0142 0.521
Br -2.7735 -0.9496 0.6059 -0.0143 0.1718 -0.2182 0.578
H -1.4210 -2.0403 -1.2484 -0.6907 -0.0014 0.0424 -0.017
C 4.4357 -2.4774 -3.0761 0.3536 0.4851 -0.1639 -1.562
Br 5.9435 -3.7159 -2.7497 -0.8870 0.8304 0.0255 0.532
Br 4.4200 -0.8507 -1.8617 0.0853 -1.5409 -1.0497 0.496
Br 2.7513 -3.3554 -3.1971 -0.4129 -0.3368 0.6561 0.579
H 4.4826 -2.1731 -4.1217 0.8425 0.5605 0.5608 -0.045
```
Forces are in eV/Å.

Charge: 0
ΔE to the lowest compared entry with this formula, charge and spin: 63.87 kcal/mol

[2]
C9H11Cl23 | ωB97M-V/def2-TZVPD

```
43
Properties=species:S:1:pos:R:3:forces:R:3:lowdin_charge:R:1
Cl 3.0038 -2.0730 1.6314 0.1785 -0.9268 0.0016 0.498
C 4.0892 -3.4836 1.5971 -0.1055 -0.4174 -1.5723 -1.458
Cl 5.1784 -3.3751 0.1421 -0.5569 0.0080 0.7964 0.460
Cl 3.2889 -5.1031 1.5565 0.0321 1.0478 0.0953 0.496
H 4.7106 -3.4889 2.4600 0.3333 0.2241 0.5527 -0.009
Cl -0.8741 -5.3354 -3.1463 -0.1062 0.3574 0.4709 0.500
C -1.0780 -3.5977 -2.7876 0.6726 -0.2858 -0.2159 -1.505
Cl -1.7841 -2.8564 -4.2174 0.1707 0.4284 0.0693 0.519
Cl 0.5335 -2.9043 -2.3229 -1.0261 -0.1712 -0.2754 0.476
H -1.7758 -3.4331 -1.9706 0.2587 -0.2196 0.0249 -0.008
Cl -4.2700 3.0859 1.7860 -0.0432 0.2213 0.0161 0.520
C -3.3510 4.6023 1.6137 -0.0847 -0.8923 -0.7165 -1.543
Cl -3.1832 4.9984 -0.1074 0.2469 -0.0786 0.1466 0.519
Cl -1.8445 4.4691 2.4635 0.4953 0.0946 0.0167 0.553
H -3.9118 5.3907 2.0344 -0.6077 0.6350 0.5288 -0.008
Cl 6.2180 -0.5438 2.1677 0.3069 -0.7547 -0.1546 0.556
C 5.2761 0.8883 2.2941 -1.1940 1.3310 -1.0424 -1.584
Cl 6.3605 2.2509 2.7100 -0.5267 -0.1959 -0.0277 0.504
Cl 3.9271 0.7050 3.4421 0.3634 0.1710 0.1706 0.482
H 4.7445 1.1428 1.3231 1.0848 -0.4369 1.1289 -0.025
Cl -5.9039 -2.0171 0.7520 0.1682 -0.9984 0.5690 0.457
C -5.1875 -3.6271 1.2699 -0.7268 0.9386 -0.1951 -1.514
Cl -4.9744 -4.6118 -0.1521 -0.0077 -0.2837 -0.0103 0.542
Cl -6.0680 -4.4379 2.5749 -0.0791 0.2811 -0.5039 0.536
H -4.2415 -3.3715 1.6805 0.6940 0.0910 0.1235 -0.013
Cl -1.5786 2.1995 -4.9980 -0.2720 0.0979 -0.1542 0.527
C -0.8703 1.6479 -3.4746 0.4464 0.4226 -1.0698 -1.564
Cl -0.5527 3.0025 -2.4317 -0.2616 0.5770 0.7624 0.536
Cl 0.6948 0.9169 -3.8431 -0.1968 -0.6470 0.2126 0.512
H -1.6120 1.0023 -3.0353 0.3398 -0.4554 0.2763 -0.063
Cl 3.9282 1.6406 -1.3730 -0.3915 0.2878 0.9201 0.500
C 3.3368 3.2266 -0.7313 -0.0563 0.0702 -1.1095 -1.497
Cl 4.5846 4.4189 -1.1089 -0.0424 0.1220 0.2871 0.526
Cl 2.8174 3.3195 0.9559 0.3875 -0.4490 -0.4988 0.540
H 2.4854 3.4580 -1.3740 0.0880 -0.0498 0.3968 -0.014
Cl -2.7814 -0.4196 -1.3032 -0.0677 -0.1755 0.3796 0.583
C -2.2426 0.4580 0.1750 1.3392 0.6338 -0.4914 -0.625
C -0.8660 -0.0437 0.5959 0.2677 0.6734 -1.4125 -0.641
Cl -0.0313 1.1274 1.6730 -0.3915 -0.3721 -0.0419 0.534
H -2.9546 0.3341 0.9530 -0.8366 0.1234 0.3854 0.041
H -2.0868 1.5010 -0.1520 -0.5557 -0.3967 0.4033 0.042
H -0.3016 -0.0357 -0.3435 0.2945 -0.2801 0.3989 0.049
H -0.8521 -1.0280 1.0211 -0.0317 -0.3508 0.3585 0.066
```
Forces are in eV/Å.

Charge: 0
Structure (SMILES): ClC(Cl)Cl.ClC(Cl)Cl.ClC(Cl)Cl.ClC(Cl)Cl.ClC(Cl)Cl.ClC(Cl)Cl.ClC(Cl)Cl.ClCCCl

[3]
C9H11ClS | ωB97M-V/def2-TZVPD

```
22
Properties=species:S:1:pos:R:3:forces:R:3:lowdin_charge:R:1
C -1.6257 -0.0693 -1.2789 -1.7077 2.7904 2.3572 -0.012
C -1.1706 -0.1129 0.2088 -1.6692 0.8631 -2.5402 -0.498
C -2.2880 0.3217 1.1716 0.3860 -3.0698 0.3353 -0.012
C -0.1762 -1.1827 0.5064 1.3661 1.7397 -0.2972 0.009
C 0.1784 0.3393 0.3895 1.9989 -0.1069 0.1481 -0.161
C 1.1790 1.1638 0.1573 -0.9945 -0.6590 1.8104 -0.090
C 2.1746 2.0373 0.2190 0.1623 0.7183 -2.1990 -0.127
C 2.9337 2.3526 -1.0350 -0.3916 0.3787 0.1807 -0.183
C 2.9431 1.4796 -2.0667 -0.4992 -0.2179 2.4388 -0.452
S 2.2319 -0.1140 -1.7428 -0.1856 0.4236 -0.3483 0.504
Cl 3.4230 -1.1309 -3.0072 0.5997 -0.6922 -0.7123 0.123
H -1.8105 0.9795 -1.6455 0.6064 -0.8082 0.4532 0.110
H -2.6074 -0.4680 -1.2506 -0.9900 -0.9171 -0.4048 0.065
H -1.0086 -0.5736 -1.9134 1.7100 -1.3562 -1.7108 0.034
H -1.8227 0.8402 1.9719 0.1843 0.2766 1.1182 0.063
H -2.8214 -0.6542 1.5594 0.7263 2.1321 -0.6928 0.129
H -2.9527 1.0110 0.7030 -0.6437 0.2238 -0.4653 0.065
H 0.3649 -1.7502 -0.2653 -0.8038 -0.0006 0.2833 0.100
H -0.1822 -1.5453 1.5006 0.2329 -0.5269 0.8122 0.094
H 2.3741 2.7449 1.0074 -0.2275 -0.4115 0.6406 0.097
H 3.3864 3.3767 -1.0661 -0.3186 -1.1637 -0.2813 0.112
H 3.4212 1.5551 -3.0003 0.4585 0.3837 -0.9261 0.028
```
Forces are in eV/Å.

Charge: 0
Structure (SMILES): CC1(C)CC1=C=C/C=C\SCl
ΔE to the lowest compared entry with this formula, charge and spin: 57.82 kcal/mol

[4]
C9H11F3O3SSb | ωB97M-V/def2-TZVPD

```
28
Properties=species:S:1:pos:R:3:forces:R:3:lowdin_charge:R:1
O 1.0549 -0.9288 2.4959 0.7834 0.0994 0.5322 0.084
C 0.1720 -0.8295 1.6824 -0.4030 -0.1431 -0.3724 -0.488
C -0.9841 0.0835 1.8236 0.2417 -0.0913 0.2859 -0.313
Sb -1.5802 1.3487 0.0787 -1.3827 -1.0256 -0.9416 0.782
S 0.3088 3.0600 0.7414 -0.0548 0.5686 1.1377 0.517
O 1.1099 2.6301 1.8828 0.3982 -0.2797 -0.2336 -0.418
O -0.3274 4.3626 0.9073 0.0849 0.2794 -0.4395 -0.445
C 1.5599 3.3294 -0.6362 -0.2612 0.2532 0.3871 -0.743
F 2.1827 2.2001 -0.9603 0.2317 -0.4919 -0.0799 0.103
F 0.9303 3.7755 -1.7231 -0.1425 0.1306 -0.4092 0.101
F 2.4864 4.2259 -0.2956 0.1648 0.1789 0.0762 0.115
C 0.2338 -1.7030 0.4570 -0.0974 0.0950 0.0444 -0.197
C 1.3123 -1.5621 -0.4132 -0.1611 -0.3875 -0.1209 -0.041
C 1.4000 -2.3649 -1.5445 -0.3717 0.1227 0.5050 -0.082
C 0.4038 -3.3042 -1.7924 0.0748 -0.0277 -0.0673 -0.105
C -0.6677 -3.4512 -0.9214 0.1075 0.3225 0.2528 -0.089
C -0.7608 -2.6415 0.2095 0.4279 0.0231 -0.5507 -0.037
H -0.8241 0.7019 2.6998 0.0536 0.2251 0.0740 0.055
H -1.8651 -0.5307 2.0085 -0.3129 0.0075 -0.2682 0.052
H -2.6519 2.2022 1.1704 0.3227 0.0667 0.1475 -0.071
H -1.9986 2.4897 -1.1787 0.1275 0.0603 0.0529 -0.107
H -0.4143 0.6081 -0.9818 0.1773 0.0706 0.1435 -0.072
H -2.8163 0.2024 -0.3950 0.0809 0.1330 0.0665 -0.105
H 2.0674 -0.8233 -0.1985 0.1037 0.1171 0.0421 0.117
H 2.2318 -2.2452 -2.2176 0.1185 -0.0281 -0.1811 0.095
H 0.4756 -3.9191 -2.6778 -0.0666 -0.1066 -0.0711 0.090
H -1.4476 -4.1712 -1.1078 -0.0509 -0.1860 -0.1399 0.092
H -1.5913 -2.7452 0.8865 -0.1943 0.0137 0.1279 0.108
```
Forces are in eV/Å.

Charge: -1

| no. | DFT total energy (Ha) | HOMO energy (eV) | lowest unoccupied orbital energy (eV) |
| --- | --- | --- | --- |
| 1 | -39110.0835 | -10.04 | -0.74 |
| 2 | -10933.8983 | -11.02 | 0.14 |
| 3 | -1207.7593 | -8.16 | 0.41 |
| 4 | -1513.2129 | -4.96 | 3.04 |